No. 1
14 unconnected molecules or ions with the total composition C32H72N8O28. Source: the Open Molecules 2025 dataset; level of theory: the ωB97M-V functional and the def2-TZVPD basis.

XYZ file:
```
140
Properties=species:S:1:pos:R:3:forces:R:3
C -0.580501 -2.345809 -3.048071 -0.239 0.174 -0.503
N -1.468451 -2.710449 -4.242261 -1.051 -0.261 1.622
O -2.166351 -3.728999 -4.090301 1.289 1.306 -0.781
O -1.612161 -1.854619 -5.087481 0.236 -0.753 -0.251
H -1.133701 -2.762009 -2.206141 0.518 0.298 0.040
H -0.502501 -1.258739 -3.065551 -0.362 -0.139 0.318
H 0.442049 -2.718799 -3.106171 -0.290 -0.526 -0.364
C -3.494941 -3.650659 -0.518421 0.248 -0.265 1.190
N -3.112461 -5.114519 -0.611231 -2.304 -2.403 -1.016
O -1.952341 -5.450599 -0.760291 -0.085 1.035 0.475
O -4.041171 -5.973829 -0.662551 1.785 2.459 0.635
H -2.815771 -3.118989 -1.184871 -0.650 0.030 -0.017
H -3.349051 -3.302229 0.504039 0.962 -0.330 0.166
H -4.574201 -3.498759 -0.533251 0.124 -0.451 -1.287
C -0.270291 3.988921 2.798299 0.285 0.037 1.234
N -0.676951 4.808811 1.582759 2.393 -0.611 -0.041
O -1.800381 4.581451 1.165079 1.073 0.905 -0.130
O 0.228639 5.552631 1.114829 -2.918 -1.571 0.744
H -0.202251 2.904071 2.717239 -0.624 -0.033 -1.285
H -1.012871 4.165951 3.576339 -0.005 0.310 -0.152
H 0.730669 4.194761 3.177519 -0.159 0.904 -0.391
C -4.190351 -2.551259 4.610799 0.037 -0.791 -0.431
N -5.288881 -1.675019 5.177299 0.307 -3.787 -1.293
O -4.984131 -0.624209 5.589249 0.321 2.993 1.189
O -6.385741 -2.221459 5.230279 0.340 0.758 -0.047
H -3.285501 -2.078339 4.229109 -0.535 0.805 0.337
H -4.606211 -3.126509 3.783599 -0.169 0.080 0.338
H -3.865351 -3.231429 5.398089 -0.369 0.016 0.066
C -1.934421 -6.629549 2.747599 0.412 2.181 -0.047
N -2.406871 -5.351709 3.443659 -1.465 -2.258 1.081
O -2.847671 -5.575209 4.559219 0.331 1.192 -0.071
O -2.490721 -4.315709 2.818909 0.522 -0.064 0.123
H -1.890501 -7.475139 3.433999 -0.345 0.380 -0.133
H -0.944321 -6.267669 2.470399 0.023 -0.773 -0.777
H -2.673421 -6.645349 1.946509 0.542 -0.738 -0.303
C -1.207301 1.337361 5.533369 -1.474 0.053 0.319
N 0.233549 1.214641 5.757959 0.150 -0.135 0.417
O 0.708469 1.896601 6.638809 0.226 -0.147 -0.119
O 0.849709 0.476881 5.013319 0.151 -0.066 -0.052
H -1.704991 1.763401 6.404519 0.515 0.601 -0.168
H -1.738461 0.389541 5.446179 0.689 -0.270 -0.565
H -1.296761 1.947041 4.634269 -0.319 -0.104 0.148
C 4.689519 -0.655259 3.092059 0.933 0.491 -0.155
N 6.036619 -0.642899 2.405819 1.342 0.570 -0.074
O 6.347689 -1.598889 1.691279 -0.526 1.210 0.805
O 6.762839 0.344631 2.637829 -1.325 -1.989 -0.625
H 4.655709 -1.530599 3.740709 -0.027 0.085 -0.158
H 3.933829 -0.666289 2.306629 0.053 0.075 0.206
H 4.723529 0.278251 3.653739 -0.576 -0.279 0.010
C 5.239649 3.933931 2.662179 -0.977 0.225 -0.396
N 4.057179 3.057921 2.314939 -0.863 -1.999 0.606
O 3.036949 3.120011 3.003169 1.029 0.946 -0.282
O 4.153949 2.192751 1.459519 0.790 0.648 -0.268
H 4.940079 4.314491 3.638669 0.585 0.214 -0.201
H 5.266419 4.689081 1.876589 -0.137 0.220 0.228
H 6.191589 3.406331 2.602659 -0.442 -0.417 0.242
O -1.506331 0.506601 -1.804011 -1.179 1.675 -1.231
C -2.266911 1.462631 -2.032671 1.055 -1.248 1.190
O -2.214331 2.301901 -3.078211 -0.147 -0.681 -0.605
C -1.332051 2.011661 -4.216111 2.192 -0.746 1.161
C -1.777791 2.398761 -5.603611 -1.005 -0.140 2.487
C -3.274231 1.877461 -0.969201 0.151 0.903 0.500
H -1.024501 0.966111 -4.234751 -0.878 -0.447 0.290
H -0.347141 2.429251 -4.007131 -0.290 0.776 0.333
H -0.965641 1.964251 -6.186441 -0.541 0.434 -0.715
H -1.941691 3.476371 -5.604351 0.271 -0.080 -0.728
H -2.736291 1.879811 -5.613181 -0.079 0.025 -1.307
H -3.120121 2.931951 -0.740291 -0.078 0.295 -0.417
H -3.068741 1.438051 0.006899 0.236 -0.611 -0.392
H -4.341411 1.762491 -1.158981 0.182 -0.177 -0.572
O 5.044229 2.971551 -1.636581 0.451 -0.064 0.408
C 4.982639 1.779111 -1.746521 -1.009 -0.291 -1.145
O 5.873699 0.869981 -1.302971 -0.707 -0.955 -0.560
C 7.155039 1.200551 -0.751591 0.897 -0.419 -0.036
C 8.278129 1.199521 -1.850961 -1.144 2.039 0.110
C 3.796119 1.117941 -2.554371 0.626 -1.104 0.643
H 7.445759 0.441121 -0.025751 -0.630 -0.389 -0.080
H 6.963929 2.073511 -0.127491 0.800 0.605 -0.570
H 9.207209 1.639131 -1.488121 0.054 -0.432 0.411
H 7.967519 1.953891 -2.573841 -0.092 0.005 -0.332
H 8.474709 0.300191 -2.434631 -0.320 -0.301 0.665
H 3.656719 1.510561 -3.561601 0.418 0.325 0.267
H 2.824189 1.139981 -2.061461 0.227 0.695 0.250
H 3.926069 0.041121 -2.662381 0.576 -0.070 -0.076
O -5.188751 -0.544069 2.638349 -2.925 0.973 -0.954
C -6.160361 0.083241 2.165239 2.358 -0.343 -0.884
O -7.126581 -0.474359 1.360649 1.493 1.869 2.189
C -7.267131 -1.873239 1.471639 -0.898 -0.455 -1.042
C -8.515301 -2.165409 0.600439 0.920 -0.855 1.062
C -6.174381 1.623281 2.182749 -0.438 -0.976 0.023
H -7.266571 -2.193069 2.513659 -0.436 0.088 0.031
H -6.402371 -2.349579 1.009689 0.101 -0.109 -0.076
H -8.260871 -1.824299 -0.403061 -0.331 -0.277 -0.050
H -9.465891 -1.748089 0.932569 0.353 0.394 0.186
H -8.637851 -3.245459 0.681499 -0.128 -0.138 -0.647
H -7.033761 2.019951 1.642179 0.079 -0.024 0.140
H -5.250301 1.974581 1.723649 -0.009 -0.100 -0.043
H -6.166581 1.966921 3.217139 -0.106 -0.053 -0.030
O 3.089289 4.603301 -5.304491 0.177 0.537 0.205
C 2.091869 4.575721 -4.635501 -1.797 -0.542 -2.001
O 0.885709 5.067011 -5.077041 -0.121 -0.192 0.985
C 0.737179 5.711711 -6.363251 1.200 1.340 0.676
C 1.112859 7.201651 -6.208581 0.320 -0.269 1.156
C 1.956959 3.684581 -3.432941 0.626 0.449 -0.391
H -0.312681 5.635651 -6.646291 0.260 -0.562 -0.099
H 1.487889 5.258251 -7.010481 -0.555 -0.188 -0.458
H 2.119419 7.225021 -5.790961 0.459 0.079 -0.750
H 0.609899 7.684981 -5.371021 -0.829 -0.177 -0.171
H 0.995419 7.836791 -7.086591 0.158 -0.343 -0.085
H 3.019829 3.599821 -3.206581 -0.324 -0.204 1.115
H 1.619479 2.710611 -3.787341 0.031 0.035 -0.162
H 1.263759 3.999401 -2.652911 0.388 0.263 0.016
O -0.499321 -1.666889 0.494029 -0.158 1.394 0.301
C -0.834041 -0.652159 1.085169 0.439 -0.099 1.265
O -0.087901 0.501421 1.175959 -3.455 -1.198 0.577
C 1.116439 0.652021 0.549469 2.316 -0.078 -0.783
C 1.172279 1.959361 -0.213821 -0.418 -0.146 -0.670
C -2.046041 -0.570929 2.054389 0.483 -0.244 -0.659
H 1.328639 -0.206139 -0.088211 0.032 -0.088 -0.117
H 1.825489 0.670441 1.377119 0.519 0.061 -0.157
H 0.685949 1.879781 -1.186061 -0.744 -0.182 0.172
H 2.156789 2.269831 -0.563751 0.254 0.149 1.064
H 0.640059 2.683621 0.402849 0.395 0.397 -0.286
H -2.927611 -0.144109 1.576089 0.081 -0.090 -0.115
H -1.862741 0.013951 2.955729 0.371 0.169 -0.297
H -2.293921 -1.578639 2.387799 0.014 -0.028 -0.322
O 2.065039 -5.060249 1.465649 0.804 0.349 -0.649
C 2.684039 -4.474039 0.533819 -0.248 0.175 -3.086
O 3.080939 -5.013999 -0.590961 -0.417 0.742 1.149
C 2.786909 -6.399039 -1.035871 -0.669 -0.407 0.325
C 3.119039 -6.594419 -2.497611 0.340 0.727 -0.070
C 2.747949 -2.957799 0.412829 0.237 0.143 1.121
H 1.710879 -6.541139 -0.935561 0.042 -0.102 0.596
H 3.382109 -6.972169 -0.325001 -0.201 -0.518 -0.406
H 3.984549 -5.986959 -2.762151 0.480 -0.602 0.025
H 2.368009 -6.262699 -3.214561 -0.463 0.072 0.510
H 3.232439 -7.665559 -2.664631 0.452 0.111 -0.020
H 2.024609 -2.674679 -0.351841 -0.771 -0.186 0.479
H 3.669579 -2.604019 -0.049281 0.562 -0.641 0.359
H 2.610259 -2.503139 1.393869 -0.312 0.231 -0.356
```
Positions in Å, forces in eV/Å.

Computed properties:
2S+1: 2
DFT total energy in hartree: -3806.055694
F_max in Eh/bohr: 0.078
Lowest unoccupied orbital energy (spin up / spin down) in eV: -4.4 / -9.3
HOMO (spin up / spin down) in Ha: -0.4370 / -0.4370
Expectation value of S²: 0.7554
Total charge: +1
Orbital gap (spin up / spin down) in Ha: 0.27508 / 0.09570

Here are the Mulliken charges for atoms 1 to 8, given in e:
1 C 0.023
2 N 0.988
3 O -0.564
4 O -0.559
5 H -0.175
6 H -0.080
7 H 0.296
8 C 0.271

No. 2
A molecular structure, C32H74AlO3. Source: the Open Molecules 2025 dataset; level of theory: the ωB97M-V functional and the def2-TZVPD basis.

XYZ file:
```
110
Properties=species:S:1:pos:R:3:forces:R:3
C 7.257107 0.084636 -0.250647 -0.023 0.228 1.256
C 6.604079 -1.053090 0.606149 -0.629 -0.160 -0.233
C 6.051249 -2.262551 -0.219406 1.093 0.132 -0.568
C 5.202125 -1.879276 -1.481293 -0.463 -0.255 0.395
C 4.243630 -0.640344 -1.301177 -1.075 -1.546 -0.933
C 2.745426 -1.117441 -1.540213 0.365 1.549 0.269
C 2.304307 -1.039545 -3.038377 0.100 -0.840 1.033
C 0.770889 -1.372479 -3.133978 -0.279 0.090 -0.230
C -0.088368 -0.184743 -3.676221 1.019 0.567 -0.290
C -0.052823 1.086050 -2.756527 -0.970 -0.297 0.155
C -1.169744 1.065803 -1.639633 0.871 0.950 -0.536
C -0.890374 2.279589 -0.681271 -0.826 -0.312 -0.169
C -1.642081 2.227822 0.695224 0.123 -0.533 -0.226
C -1.605344 0.840705 1.424517 0.555 0.669 0.388
C -0.156432 0.264585 1.607012 -0.870 -1.176 0.127
C -0.213295 -1.275849 2.030415 0.830 1.490 -1.112
C 1.006922 -1.982893 1.359304 -0.448 -1.054 0.208
C 1.254549 -3.470834 1.844951 0.492 0.720 -0.579
Al 1.180197 -3.746734 3.873199 -0.340 -0.157 -0.230
C -0.618157 -4.408229 4.603852 -0.371 0.016 0.128
C -1.556049 -3.183278 5.014464 0.719 -0.889 0.263
C -1.371028 -5.459024 3.706279 -0.962 0.874 0.815
C -1.939676 -4.864687 2.360043 0.407 -0.986 -0.524
C -1.610631 -5.906666 1.222784 -0.272 0.226 0.324
H 6.744154 0.293555 -1.208868 0.458 -0.392 0.438
H 8.344546 -0.116212 -0.349661 -0.678 0.119 -0.458
H 7.179856 1.026593 0.349754 0.147 -0.607 -0.513
H 5.753576 -0.634042 1.195751 0.691 -0.235 -0.339
H 7.347352 -1.447026 1.338702 -0.536 0.364 -0.442
H 6.946184 -2.823449 -0.599247 -0.681 0.244 0.305
H 5.512432 -2.970450 0.444988 0.139 0.586 -0.356
H 5.827598 -1.774309 -2.401073 -0.225 0.112 0.852
H 4.541550 -2.758368 -1.691826 0.565 0.578 0.070
H 4.463785 0.074625 -2.123945 -0.029 0.047 0.915
H 4.251549 -0.191477 -0.290660 0.472 -0.092 -0.681
H 2.558729 -2.109566 -1.068707 0.152 0.621 -0.476
H 2.121636 -0.379347 -0.971467 0.167 -0.697 -0.441
H 2.919633 -1.789750 -3.592799 -0.515 0.581 0.106
H 2.571379 -0.027155 -3.414443 -0.362 -0.578 0.069
H 0.398825 -1.656762 -2.118989 0.283 0.146 -0.697
H 0.617480 -2.260478 -3.794247 0.059 0.621 0.481
H -1.140311 -0.475379 -3.907190 0.684 0.122 0.321
H 0.384732 0.120756 -4.647481 -0.468 -0.328 0.542
H -0.228812 1.993349 -3.391064 0.165 -0.581 0.476
H 0.927442 1.229880 -2.249551 -0.452 -0.293 -0.489
H -2.134446 1.258836 -2.159110 0.331 -0.514 0.456
H -1.173944 0.080136 -1.128026 -0.070 0.624 -0.240
H 0.211906 2.389007 -0.592902 -0.691 -0.018 0.327
H -1.263234 3.191277 -1.208452 0.540 -0.546 0.348
H -1.190918 2.998410 1.359297 -0.419 -0.365 -0.364
H -2.718604 2.477258 0.515116 0.787 0.036 0.191
H -2.055416 0.988636 2.439626 0.274 -0.187 -0.695
H -2.275526 0.112070 0.911777 0.623 0.401 0.173
H 0.404360 0.784586 2.416322 -0.315 0.025 -0.763
H 0.415460 0.296652 0.649209 -0.375 0.305 0.636
H -1.144957 -1.677638 1.578141 0.422 -0.069 0.696
H -0.189417 -1.293528 3.136193 -0.188 -0.542 -0.616
H 1.942450 -1.377857 1.472218 -0.736 -0.323 0.074
H 0.770356 -2.037421 0.265638 0.240 0.429 0.634
H 0.584652 -4.132353 1.248834 0.399 0.284 0.406
H 2.306264 -3.723999 1.526572 -0.794 0.010 0.191
H 2.323935 -4.793646 4.271570 0.323 -0.374 0.082
H 1.492847 -2.324020 4.588469 0.049 0.255 0.098
H -0.387383 -4.933730 5.570554 0.016 0.286 -0.738
H -2.406813 -3.079753 4.308733 0.488 0.246 0.513
H -0.930029 -2.259840 5.075039 -0.713 -0.442 -0.223
H -1.936539 -3.358393 6.051386 -0.139 0.198 -0.788
H -2.271088 -5.808676 4.288496 0.604 -0.019 -0.425
H -0.752569 -6.372945 3.528682 -0.272 0.795 -0.042
H -3.048195 -4.743602 2.375167 0.681 -0.092 0.243
H -1.525689 -3.856122 2.138096 -0.042 -0.775 0.153
H -0.514103 -6.044111 1.110346 -0.639 0.196 0.037
H -2.054432 -5.640290 0.237086 0.304 -0.128 0.557
H -2.024775 -6.894362 1.541381 0.219 0.637 -0.324
C -0.799753 6.355500 -3.696509 -0.170 0.081 0.051
C 0.305722 6.240036 -2.660037 0.106 -0.245 -0.627
C 1.644930 6.691214 -3.222868 0.166 0.123 0.162
O 0.399043 4.886631 -2.224549 -0.011 0.173 0.381
H -0.588207 5.719499 -4.560439 0.040 0.083 -0.021
H -1.751132 6.017674 -3.280217 0.038 0.052 0.029
H -0.916063 7.385320 -4.042023 -0.007 -0.036 -0.034
H 0.055385 6.843212 -1.784652 0.022 -0.194 0.097
H 1.936939 6.069245 -4.074319 -0.120 0.041 -0.049
H 2.429941 6.590293 -2.470864 -0.063 0.040 0.013
H 1.606241 7.732729 -3.549984 0.020 -0.036 -0.026
H 0.618539 4.342881 -2.988829 -0.014 -0.035 -0.005
C -2.967323 2.730900 -5.145996 -0.027 0.105 0.223
C -3.228199 3.773451 -6.223315 0.313 -0.634 -0.135
C -3.761716 3.133277 -7.495654 -0.158 0.155 -0.150
O -2.019267 4.475526 -6.511026 -0.107 0.400 0.064
H -2.215801 2.008002 -5.478398 -0.082 -0.029 -0.083
H -2.576187 3.202926 -4.241854 -0.068 0.009 -0.018
H -3.880415 2.189677 -4.889568 0.051 -0.021 0.002
H -3.945157 4.510076 -5.854974 0.167 0.123 -0.036
H -3.036936 2.424032 -7.906295 -0.016 -0.061 0.126
H -3.935177 3.891123 -8.262370 -0.039 0.003 0.067
H -4.698566 2.604227 -7.309271 0.042 -0.017 -0.022
H -1.376163 3.837713 -6.836971 -0.019 -0.062 0.002
C -4.725397 -0.289378 7.906094 0.029 -0.123 0.227
C -3.757896 -0.526823 6.755869 -0.508 0.318 -0.206
C -3.513345 0.749504 5.966031 0.245 0.052 -0.108
O -4.280136 -1.529607 5.891073 0.179 -0.245 0.115
H -5.698086 0.045959 7.532446 0.067 0.100 -0.055
H -4.898331 -1.215523 8.457909 0.078 0.026 -0.011
H -4.340386 0.463059 8.598389 -0.045 -0.003 -0.012
H -2.810397 -0.903907 7.145147 -0.049 -0.158 -0.146
H -4.445777 1.119425 5.527388 -0.048 0.000 0.124
H -2.825163 0.561000 5.139876 0.027 -0.036 0.089
H -3.092127 1.533182 6.600096 -0.026 0.007 -0.036
H -5.117586 -1.213149 5.537783 -0.003 0.064 -0.006
```
Positions in Å, forces in eV/Å.

Computed properties:
2S+1: 1
DFT total energy in hartree: -1731.749015
F_max in Eh/bohr: 0.041
Lowest unoccupied orbital energy in eV: 1.9
HOMO in Ha: -0.1551
Total charge: -1
Orbital gap in Ha: 0.22645

Here are the Mulliken charges for atoms 1 to 8, given in e:
1 C -1.039
2 C -0.436
3 C -0.780
4 C -0.746
5 C -0.537
6 C 0.353
7 C -0.901
8 C -0.571

Among the records above, which one has the lowest total charge?
C32H74AlO3